Record 1
Molecular formula: C15H36FNO2P2S2
Method: DFT, the ωB97M-V functional and the def2-TZVPD basis

Each line ends with the Löwdin charge.
Positions of all 59 atoms, in Å:
C -3.54733 5.61367 1.94739  -0.112
C -2.13366 5.47419 1.38164  -0.264
C -2.10837 5.01404 -0.07762  -0.224
C -2.33202 3.50845 -0.24575  -0.208
C -1.09912 2.68000 0.13048  -0.208
C -0.12542 2.51205 -1.04145  -0.193
C 1.32450 2.17263 -0.64274  -0.189
C 1.74190 0.73372 -0.97732  -0.273
C 1.33615 -0.21043 0.15752  -0.345
P 1.16966 -2.02699 -0.12658  0.655
S 3.08367 -2.11384 -1.42303  0.482
C 2.02005 -3.18345 1.02745  -0.389
C 2.39701 -4.55084 0.44071  -0.342
C 2.54069 -5.60695 1.53099  -0.563
S 4.11601 -5.52985 2.44423  0.706
C 0.10292 -2.74816 -1.43599  -0.279
C -0.72097 -1.72418 -2.22462  -0.421
C -0.16508 -1.38779 -3.60183  -0.028
F -1.99265 -2.26470 -2.39668  -0.022
P -0.66264 -2.00259 1.37971  0.432
N -0.43174 -1.44334 2.81085  -0.193
O -2.02331 -1.37356 0.72759  -0.194
O -1.16235 -3.54838 1.34506  -0.210
H -4.23269 6.02824 1.20470  0.071
H -3.95413 4.65182 2.26519  0.068
H -3.56519 6.26810 2.81953  0.067
H -1.59790 6.42045 1.48116  0.103
H -1.58308 4.75296 1.99339  0.096
H -1.15838 5.29132 -0.54653  0.105
H -2.88526 5.55464 -0.62660  0.107
H -3.19378 3.20109 0.35252  0.108
H -2.58505 3.30021 -1.29003  0.111
H -0.56840 3.15336 0.96164  0.104
H -1.41550 1.70296 0.51299  0.090
H -0.13768 3.43361 -1.62920  0.108
H -0.50895 1.73055 -1.70755  0.103
H 1.42859 2.32027 0.43745  0.109
H 2.02616 2.86979 -1.10255  0.109
H 1.24792 0.43141 -1.90230  0.067
H 2.81202 0.66752 -1.15861  0.082
H 2.06667 -0.15132 0.97210  0.103
H 0.39583 0.14346 0.58728  0.043
H 2.62395 -1.41780 -2.47217  -0.211
H 1.38073 -3.32940 1.89818  0.055
H 2.90648 -2.63414 1.36067  0.077
H 3.32990 -4.47904 -0.11647  0.067
H 1.63349 -4.88628 -0.26661  0.105
H 1.71801 -5.54495 2.24365  0.068
H 2.53192 -6.60129 1.08533  0.068
H 4.16567 -4.19499 2.54742  -0.161
H 0.74580 -3.30767 -2.11307  0.063
H -0.58303 -3.43828 -0.94412  0.080
H -0.86806 -0.80859 -1.64496  0.109
H -0.99895 -1.30158 -4.29783  0.088
H 0.35740 -0.43140 -3.60413  0.066
H 0.51882 -2.15322 -3.96694  0.080
H 0.49771 -1.11869 3.03745  -0.035
H -1.95766 -0.42596 0.57720  0.034
H -1.92132 -3.69086 1.92177  0.075

Forces on atoms 1 to 2 (eV/Å):
-0.05 -0.07 0.04
0.03 -0.08 0.04

Results
SMILES string = CCCCCCCCCP(S)(CCCS)(C[C@@H](C)F)P(=N)(O)O
gap between HOMO and LUMO = 8.74 eV
energy above the lowest of the compared OMol25 structures with the same formula, charge and spin = 0.000 eV
highest occupied orbital energy = -8.228 eV

=====

Record 2
Molecular formula: C15H36FeN5O6Rb
Method: DFT, the ωB97M-V functional and the def2-TZVPD basis

Each line ends with the Mulliken spin population.
Positions of all 64 atoms, in Å:
Fe -9.56406 18.84222 18.22948  3.819
Rb -8.08895 22.14541 18.26132  -0.006
O -9.43890 19.99561 19.78186  0.169
H -10.16290 19.80719 20.36604  -0.026
C -8.98570 19.41136 23.94130  -0.002
O -8.20880 19.27278 24.85895  0.000
N -10.30903 19.12778 23.99570  0.000
C -11.19794 19.31984 22.87030  0.004
C -10.94763 18.68198 25.22445  0.000
H -8.68372 19.84039 22.96890  0.001
H -11.55693 18.34747 22.51927  0.000
H -10.74542 19.86551 22.04906  0.009
H -12.04069 19.91820 23.21925  0.000
H -10.24175 18.74436 26.05228  0.000
H -11.68296 19.43216 25.52414  0.000
H -11.33703 17.66965 25.16555  0.000
C -6.46528 18.46024 17.48722  0.003
O -7.54224 18.88590 17.95404  0.012
N -6.09721 18.47013 16.22778  0.004
C -4.75395 18.12439 15.79032  0.000
C -6.93771 18.95769 15.14333  0.002
H -5.71381 17.97638 18.12170  0.001
H -4.33115 19.00008 15.28807  0.000
H -4.69191 17.32165 15.05774  0.000
H -4.06341 17.91619 16.60595  0.000
H -8.00685 18.78645 15.28122  0.001
H -6.80015 20.02393 14.95990  0.000
H -6.69449 18.36919 14.26098  0.000
C -11.75338 23.50445 22.72483  0.000
O -11.21956 22.47095 23.07509  0.000
N -11.69120 24.06082 21.50405  0.000
C -12.56051 25.14801 21.05659  0.000
C -10.98073 23.38435 20.44874  0.000
H -12.33992 24.11696 23.42919  0.000
H -13.03209 25.59243 21.93070  0.000
H -13.23140 24.80272 20.27439  0.000
H -11.92578 25.95469 20.68145  0.000
H -10.52789 24.11895 19.77568  0.000
H -10.26194 22.62406 20.74935  0.001
H -11.71156 22.85020 19.82243  0.000
C -9.41182 16.71872 20.64178  0.003
O -9.41975 17.04863 19.45324  0.007
N -10.26594 15.88037 21.21168  0.004
C -11.23716 15.08296 20.47569  0.000
C -10.34278 15.65332 22.65501  0.000
H -8.61609 17.01928 21.33801  0.002
H -11.17740 15.30192 19.40660  0.000
H -12.24720 15.36486 20.76993  0.000
H -11.05645 14.01151 20.52671  0.000
H -9.51608 16.11937 23.19149  0.000
H -11.30623 15.98207 23.03392  0.000
H -10.19285 14.58357 22.81197  0.000
C -12.87033 18.39725 18.54747  -0.001
O -11.65897 18.67406 18.50007  -0.008
N -13.78053 19.01956 19.26727  -0.002
C -15.18798 18.66973 19.13314  0.000
C -13.57240 20.17044 20.11495  0.000
H -13.31209 17.67729 17.85122  0.001
H -15.34880 17.91581 18.36439  0.000
H -15.77013 19.51315 18.74566  0.000
H -15.62790 18.41840 20.09567  0.000
H -13.92895 21.04212 19.55559  0.000
H -14.02972 20.14826 21.09987  0.000
H -12.52520 20.41723 20.27905  0.000

Forces on atoms 1 to 2 (eV/Å):
-0.53 -0.57 2.54
-0.04 -0.14 0.48

Results
gap between HOMO and LUMO (alpha / beta) = 7.11 / 6.75 eV
expectation value of S² = 6.01
energy above the lowest of the compared OMol25 structures with the same formula, charge and spin = 0.000 eV
total charge = +2
highest occupied orbital energy (alpha / beta) = -12.997 / -12.997 eV
2S+1 = 5

=====

Record 3
Molecular formula: C15H37NO8P2S
Method: DFT, the ωB97M-V functional and the def2-TZVPD basis

Each line ends with the Löwdin charge.
Positions of all 64 atoms, in Å:
C 0.71628 -4.80185 1.44032  -0.103
C 0.90741 -5.32223 -0.06539  -0.344
O 1.00973 -4.18198 -0.93030  -0.399
P -0.52090 -3.70253 -1.61970  0.502
O -1.01460 -2.65842 -0.28603  -0.311
C -0.68841 -1.26453 -0.53877  -0.346
C -1.85286 -0.29371 -1.04469  -0.169
C -3.26559 -1.01113 -1.26228  -0.188
C -4.16341 -1.12397 0.05043  -0.157
C -5.30199 -2.24733 0.00339  -0.188
O -5.35366 -3.01088 -1.21749  -0.056
C -4.54695 -4.15484 -1.16693  -0.451
C -4.52859 -5.04929 -2.49910  0.002
O -3.82853 -4.51107 -0.22977  0.055
C 0.68636 -1.36545 -1.36404  -0.405
P 1.52497 0.19634 -1.99188  0.359
O 1.56304 0.10328 -3.67949  -0.234
O 3.16909 0.11394 -1.46622  -0.285
S 0.81521 1.85842 -1.29164  0.228
O 0.42803 -2.39823 -2.34028  -0.322
H -0.19551 -5.22836 1.96407  0.068
H 1.66406 -5.07772 2.03091  0.060
H 0.71228 -3.65576 1.42798  0.066
H 0.15934 -6.10877 -0.39394  0.096
H 1.93680 -5.83566 -0.09871  0.104
H -1.35314 -4.66746 -0.94851  0.002
H -0.19669 -4.68219 -2.65947  -0.001
H -1.66942 -3.42857 -2.45993  -0.024
H -0.44129 -0.89292 0.51267  0.133
H -1.94992 0.54515 -0.28873  0.093
H -1.55099 0.15549 -2.04923  0.094
H -3.84951 -0.36266 -2.01121  0.117
H -3.06234 -1.98878 -1.79534  0.081
H -4.68058 -0.10391 0.17002  0.106
H -3.50460 -1.22174 0.98474  0.119
H -6.30447 -1.69156 0.06983  0.125
H -5.24083 -2.86866 0.95149  0.125
H -5.26647 -4.65330 -3.28216  0.083
H -3.48022 -5.02530 -2.95868  0.084
H -4.76432 -6.12324 -2.23475  0.083
H 1.41964 -1.70126 -0.53665  0.120
H 1.87281 -0.81657 -3.87204  0.079
H 3.27634 -0.78099 -1.07256  0.057
C 3.04952 6.65025 1.15067  0.012
N 3.44854 5.44906 1.98568  -0.352
C 4.56680 5.88070 2.91054  0.006
C 3.96215 4.35935 1.07828  0.028
C 2.28547 4.95800 2.85638  -0.082
C 1.07951 4.45009 2.07279  -0.218
O 0.53749 5.47686 1.25462  -0.071
H 3.95940 7.11281 0.76311  0.108
H 2.44664 6.31830 0.30940  0.104
H 2.51028 7.35343 1.78393  0.114
H 5.40444 6.22869 2.30532  0.109
H 4.86649 5.02225 3.51211  0.110
H 4.19591 6.68455 3.54689  0.111
H 3.18241 4.09220 0.36454  0.100
H 4.23416 3.49880 1.69005  0.119
H 4.83417 4.73723 0.54223  0.115
H 1.99737 5.80193 3.48628  0.139
H 2.67965 4.15826 3.48791  0.142
H 0.30545 4.12830 2.77596  0.137
H 1.34253 3.59304 1.44606  0.096
H -0.17398 5.08612 0.72727  0.114

Forces on atoms 1 to 2 (eV/Å):
0.76 -0.06 0.12
1.50 0.38 0.72

Results
gap between HOMO and LUMO = 5.41 eV
energy above the lowest of the compared OMol25 structures with the same formula, charge and spin = 0.211 eV
highest occupied orbital energy = -6.353 eV

=====

Record 4
Molecular formula: C15H37O10P
Method: DFT, the ωB97M-V functional and the def2-TZVPD basis

Each line ends with the Löwdin charge.
Positions of all 63 atoms, in Å:
C -0.40918 1.41455 3.15870  -0.124
O -1.10297 1.26025 1.96498  -0.234
P -0.47980 1.43573 0.41868  0.575
O 0.19979 2.75248 0.13994  -0.262
O 0.47739 0.14426 0.12465  -0.235
C 1.88811 0.16999 0.40364  -0.075
O -1.81602 1.09406 -0.49840  -0.242
C -2.88379 1.95859 -0.55608  -0.134
H -0.24620 0.41574 3.56356  0.084
H -0.85085 2.12945 3.85292  0.094
H 0.60373 1.76837 2.96655  0.071
H 2.27658 -0.84795 0.43510  0.086
H 2.08369 0.58816 1.39106  0.057
H 2.36769 0.76778 -0.37144  0.096
H -3.56401 1.77904 -1.38864  0.067
H -2.40232 2.93470 -0.61503  0.089
H -3.47405 2.04384 0.35631  0.092
C -1.02841 -2.83703 -2.41368  -0.102
O -0.32290 -1.91947 -3.27772  -0.190
C -0.70798 -0.49491 -3.26504  -0.122
C -2.19256 -0.12610 -3.61322  -0.163
O -2.43958 -0.32204 -5.01921  -0.151
C -3.60953 0.31175 -5.57064  -0.145
C -4.91093 0.12164 -4.67375  -0.148
O -5.07736 1.13137 -3.64135  -0.229
C -5.80791 0.75666 -2.50575  -0.132
H -1.72529 -3.49451 -2.93345  0.078
H -1.52478 -2.33408 -1.58378  0.082
H -0.36355 -3.54325 -1.91635  0.068
H 0.06167 0.00780 -3.85073  0.130
H -0.70644 -0.10544 -2.24700  0.076
H -2.25340 0.94186 -3.40379  0.119
H -2.98225 -0.66022 -3.08482  0.110
H -3.74290 -0.12225 -6.56157  0.114
H -3.45191 1.35050 -5.86095  0.116
H -4.79907 -0.78590 -4.08049  0.105
H -5.84655 0.04507 -5.22769  0.117
H -5.80626 1.67123 -1.91275  0.089
H -5.30252 -0.02786 -1.94253  0.082
H -6.79070 0.37613 -2.78404  0.088
C 1.62546 -3.66887 1.62292  -0.115
O 1.12230 -2.56043 2.33036  -0.195
C 1.64374 -2.48872 3.68486  -0.177
C 2.99319 -1.85766 3.73917  -0.144
O 2.98585 -0.41967 3.45153  -0.152
C 4.19243 0.12638 3.24393  -0.245
C 4.10950 1.73279 3.28506  -0.177
O 5.33692 2.40909 3.39657  -0.181
C 5.75102 3.11025 2.21269  -0.087
H 1.24185 -4.58340 2.07522  0.094
H 2.70134 -3.57659 1.47442  0.080
H 1.31694 -3.59602 0.58004  0.082
H 1.62890 -3.45844 4.18237  0.126
H 0.83947 -1.92690 4.15985  0.123
H 3.58233 -2.42358 3.01756  0.116
H 3.52051 -2.01161 4.68062  0.131
H 4.58145 -0.19920 2.27918  0.120
H 4.86738 -0.20441 4.03331  0.124
H 3.67388 1.75650 4.28394  0.116
H 3.40143 2.25010 2.63767  0.114
H 6.56497 3.78109 2.48760  0.089
H 4.88544 3.59392 1.76000  0.081
H 6.09701 2.46539 1.40489  0.080

Forces on atoms 1 to 2 (eV/Å):
2.03 -0.23 0.27
-0.62 0.24 -3.55

Results
SMILES string = COP(=O)(OC)OC.COCCOCCOC.COCCOCCOC
gap between HOMO and LUMO = 9.98 eV
highest occupied orbital energy = -9.255 eV